Computed, not measured: one molecule with the formula C5H5NOS at a distorted geometry, with the ωB97M-V functional and the def2-TZVPD basis.

Calculated values
- orbital gap (eV) = 9.3
- calculated total energy (eV) = -19635.0943
- SMILES = C#C/C(=N\S)OC=C
- M (g mol⁻¹) = 127.168
- E_HOMO (eV) = -8.68
- ΔE to the lowest compared entry with this formula, charge and spin (kJ/mol) = 376.1

Geometry as XYZ:
```
13
Properties=species:S:1:pos:R:3:mulliken_charge:R:1
S 2.180 -1.528 0.000 -0.16
O -0.730 0.992 0.001 -0.32
N 0.601 -0.893 -0.005 -0.37
C 0.465 0.375 -0.006 0.40
C 2.505 2.065 -0.003 0.51
C -1.954 0.365 -0.004 -0.06
C 1.546 1.324 0.003 -0.80
C -2.261 -0.934 -0.003 -0.70
H -1.509 -1.694 0.032 0.33
H -3.290 -1.186 -0.007 0.29
H -2.707 1.176 0.006 0.32
H 3.360 2.723 -0.003 0.43
H 1.793 -2.784 -0.009 0.14
```